# 1
DFT (ωB97M-V with the def2-TZVPD basis set) results for a 2-piece molecular cluster, CH7IN5 overall at a distorted geometry.

Each line ends with the natural charge from an NBO analysis.
Atoms and positions in Å:
C 0.340790 1.522021 0.236924  0.298
N 0.244481 -0.158333 -1.495495  -0.559
N -0.280120 0.904667 -0.767043  -0.324
N -0.346062 -0.966874 1.158158  -0.384
N 1.618674 1.258652 0.639787  -0.779
N -0.183665 -1.522593 0.043616  -0.295
I 2.934991 -0.148868 -0.043468  0.442
H -0.234223 2.121745 0.938693  0.252
H -0.396277 -0.334542 -2.188230  0.341
H 0.526396 -0.763864 1.632985  0.343
H 2.153580 1.894873 1.218023  0.442
H 0.628920 -2.133675 -0.261538  0.423
H -1.053542 -1.703058 -0.363617  0.401
H -1.230506 0.964207 -0.771933  0.400

Forces on atoms 1 to 2 (eV/Å):
C 1.18 -2.01 0.53
N 1.73 1.84 3.26

**Charge**: +1
**HOMO level (alpha / beta)**: -0.4582 / -0.4581 Eh
**Lowest unoccupied orbital energy (alpha / beta)**: -4.5 / -4.5 eV
**Max |F|**: 4.119 eV/Å
**M**: 216.0 Da

---

# 2
DFT (ωB97M-V with the def2-TZVPD basis set) results for C6H6N3OP3S as an isolated structure at a distorted geometry.

Each line ends with the natural charge from an NBO analysis.
Atoms and positions in Å:
C -0.306813 1.411739 0.093047  -0.269
C 0.657477 0.752893 0.813644  -0.171
C -0.756750 1.021171 -1.208382  -0.158
C 1.100164 -0.582074 0.342854  -0.627
C -0.009214 0.060232 -1.809606  -0.271
C 1.118783 -0.492469 -1.171117  -0.039
N -2.161463 0.239813 2.820972  -1.433
N -1.829256 -1.245287 0.610829  -1.396
N -0.093517 -1.397739 2.856794  -1.376
O -0.038075 -3.026956 0.898096  -0.986
P -1.006228 -0.479706 3.753511  1.377
P -2.719947 -0.107988 1.309317  1.375
P -0.345522 -1.523146 1.231019  2.190
S 2.527385 -0.699780 -2.118885  0.029
H -0.725227 2.253665 0.525218  0.224
H 1.093349 1.070918 1.794876  0.245
H -1.479829 1.407846 -1.855912  0.231
H 1.934586 -0.856715 0.964090  0.284
H -0.303520 -0.087209 -2.838359  0.242
H -0.875039 -3.505209 0.661827  0.527

Forces on atoms 1 to 2 (eV/Å):
C 1.21 -0.34 1.31
C -0.86 1.38 -0.08

**HOMO level (alpha / beta)**: -0.3227 / -0.3228 Eh
**Lowest unoccupied orbital energy (alpha / beta)**: -1.5 / -1.5 eV
**Max |F|**: 4.128 eV/Å
**M**: 261.1 Da

---

# 3
DFT (ωB97M-V with the def2-TZVPD basis set) results for an isolated ion of composition C5H14N2 and charge +1 at a distorted geometry.

Each line ends with the Löwdin spin population.
Atoms and positions in Å:
C -0.398950 -0.283591 -0.115378  0.102
C -0.120158 -0.620140 1.377413  0.030
C 0.700024 0.594847 1.925054  0.003
C -1.513218 -0.592743 2.015187  0.006
N 0.837810 -0.241072 -0.843433  0.678
C 0.748362 -0.249082 -2.290856  0.043
N 0.309294 0.999742 -2.857039  0.042
H -0.995837 -0.980544 -0.700916  0.010
H -1.025440 0.636210 -0.133016  0.054
H 0.434865 -1.546273 1.505254  0.000
H 0.146536 1.257730 2.594777  0.001
H 1.583946 0.283203 2.458645  0.000
H 0.880882 1.357717 1.146351  0.001
H -1.964312 0.394733 2.058692  0.002
H -1.555536 -0.997211 3.020897  0.001
H -2.190955 -1.190682 1.403740  0.000
H 1.640432 0.295142 -0.501461  0.015
H -0.067584 -0.943215 -2.516155  0.004
H 1.604187 -0.732302 -2.795564  0.004
H -0.096668 0.870682 -3.777544  0.004
H 1.042319 1.686849 -2.974648  0.000

Forces on atoms 1 to 2 (eV/Å):
C 0.81 -1.19 0.27
C -0.72 2.41 0.26

**Charge**: +1
**HOMO level (alpha / beta)**: -0.5376 / -0.5350 Eh
**Lowest unoccupied orbital energy (alpha / beta)**: -2.8 / -7.9 eV
**Multiplicity**: 2
**Max |F|**: 2.956 eV/Å
**M**: 102.2 Da

---

# 4
DFT (ωB97M-V with the def2-TZVPD basis set) results for an isolated molecule of C4H12N2S at a distorted geometry.

Each line ends with the natural charge from an NBO analysis.
Atoms and positions in Å:
C 0.926112 -0.934759 1.993588  -0.445
N -0.081753 0.065681 1.562017  -0.629
C -0.367039 0.312144 0.206570  -0.035
C -0.527068 -0.968668 -0.639271  -0.238
N -0.824234 -0.965423 -2.014053  -0.804
C 0.514819 1.405007 -0.505846  -0.570
S -0.130436 2.300678 -1.937704  -0.019
H 1.005352 -1.724214 1.245398  0.206
H 1.936405 -0.574697 2.418707  0.179
H 0.750872 -1.491390 2.929455  0.196
H 0.141338 0.864392 2.115557  0.364
H -1.379634 0.893147 0.306551  0.170
H -1.107210 -1.737328 -0.061495  0.197
H 0.420659 -1.345634 -0.761152  0.184
H -0.346747 -0.164654 -2.473581  0.361
H -1.781777 -0.687574 -2.126084  0.336
H 0.872037 1.891423 0.400577  0.217
H 1.436754 0.775643 -0.982221  0.207
H -1.458445 2.086235 -1.677010  0.121

Forces on atoms 1 to 2 (eV/Å):
C 1.24 -0.47 0.84
N 1.82 -1.93 2.25

**HOMO level**: -0.3206 Eh
**Lowest unoccupied orbital energy**: 0.9 eV
**Max |F|**: 4.377 eV/Å
**M**: 120.2 Da
**SMILES**: CN[C@H](CN)CS

---

# 5
DFT (ωB97M-V with the def2-TZVPD basis set) results for a 2-piece molecular cluster, C2H2Cl2NP overall at a distorted geometry.

Each line ends with the natural charge from an NBO analysis.
Atoms and positions in Å:
C -1.545015 0.240879 -0.375280  -0.882
P -0.684127 1.461391 -1.090154  0.726
Cl 0.510529 2.143490 0.437592  -0.316
H -2.124812 -0.402969 -0.968037  0.225
H -1.390535 -0.215471 0.614514  0.247
N 1.279754 -1.264373 1.663675  -0.303
C 1.639880 -1.137987 0.572883  0.137
Cl 2.314323 -0.824959 -0.855191  0.166

Forces on atoms 1 to 2 (eV/Å):
C 1.52 0.02 0.95
P -0.56 -0.46 0.35

**HOMO level**: -0.3632 Eh
**Lowest unoccupied orbital energy**: -0.1 eV
**Max |F|**: 1.789 eV/Å
**M**: 141.9 Da
**SMILES**: C=PCl.N#CCl

---

# 6
DFT (ωB97M-V with the def2-TZVPD basis set) results for C31H23BrF4IrNO7PSe as an isolated structure.

Each line ends with the natural charge from an NBO analysis.
Atoms and positions in Å:
Ir -0.606250 -0.052976 0.018841  0.919
F 2.366858 5.699327 -1.549320  -0.291
C 2.254970 4.425484 -1.164642  0.272
C 3.100559 3.909880 -0.203393  0.262
F 4.041382 4.691667 0.332693  -0.293
C 2.974294 2.584394 0.190436  0.381
F 3.868636 2.148171 1.093075  -0.311
C 2.007143 1.747777 -0.324215  -0.442
P 1.629230 -0.115974 -0.025588  1.377
C 2.716152 -0.614697 -1.410787  -0.369
C 2.255583 -1.309024 -2.524416  -0.184
C 3.132917 -1.623208 -3.553764  -0.199
C 4.469936 -1.267619 -3.472102  -0.206
C 4.937128 -0.589100 -2.354047  -0.243
C 4.060835 -0.254790 -1.334524  -0.150
C 2.437802 -0.538133 1.516591  -0.425
C 3.157571 -1.722916 1.616321  -0.102
C 3.699227 -2.086803 2.840994  -0.231
C 3.511875 -1.277628 3.951868  -0.197
C 2.763295 -0.111131 3.853117  -0.208
C 2.214907 0.254506 2.636870  -0.152
C 1.177622 2.305852 -1.291840  -0.016
Br -0.181711 1.223257 -2.106581  0.292
C 1.287412 3.606566 -1.723463  0.279
F 0.478673 4.110180 -2.661860  -0.298
H 1.227885 -1.642271 -2.577938  0.266
H 2.764979 -2.172535 -4.410663  0.215
H 5.152311 -1.530441 -4.271093  0.205
H 5.983782 -0.324099 -2.272077  0.207
H 4.434008 0.270284 -0.462449  0.211
H 3.247218 -2.379138 0.758216  0.243
H 4.248035 -3.015361 2.929030  0.213
H 3.930174 -1.568724 4.907627  0.205
H 2.589717 0.500103 4.729378  0.208
H 1.594202 1.140059 2.554765  0.222
O -1.886385 -1.966353 3.314580  -0.609
C -1.699666 -1.476908 2.224113  0.769
O -0.676060 -0.747105 1.887299  -0.674
C -2.737274 -1.638996 1.127474  0.188
C -3.755965 -2.599089 1.262232  -0.199
C -4.672326 -2.719559 0.268694  -0.129
C -4.617097 -1.841702 -0.842103  -0.109
C -5.559704 -1.886473 -1.894925  -0.169
C -5.494916 -0.995809 -2.927082  -0.223
C -4.489291 -0.006665 -2.942191  -0.190
C -3.557439 0.050354 -1.945811  -0.228
C -3.585670 -0.882147 -0.887584  0.247
N -2.636187 -0.826521 0.099735  -0.498
H -3.735455 -3.226987 2.140353  0.253
H -5.450120 -3.472748 0.310122  0.211
H -6.336562 -2.641077 -1.863054  0.207
H -6.220666 -1.036642 -3.728973  0.210
H -4.461244 0.716279 -3.747286  0.211
H -2.810353 0.829113 -1.919014  0.227
C -3.415692 2.441391 0.982011  -0.624
C -2.065554 2.041294 1.575097  0.095
C -1.531117 3.137105 2.490834  -0.611
O -1.122043 1.821106 0.564353  -0.828
H -4.147948 2.666485 1.762329  0.194
H -3.815001 1.639747 0.359947  0.202
H -3.288207 3.327886 0.354651  0.197
H -2.211741 1.142247 2.189393  0.155
H -1.370810 4.052392 1.914470  0.195
H -0.574910 2.829441 2.916729  0.207
H -2.225285 3.353000 3.307025  0.193
O -0.247823 -3.493589 -2.073548  -1.067
Se 0.216279 -3.440728 -0.525495  2.792
O 1.618757 -4.164372 -0.194654  -1.053
O 0.617997 -1.729248 -0.324458  -1.134
O -0.982875 -3.676053 0.529668  -1.065

Forces on atoms 1 to 2 (eV/Å):
Ir 0.57 0.15 0.01
F 0.00 0.00 0.00

**Charge**: -1
**HOMO level**: -0.1969 Eh
**Lowest unoccupied orbital energy**: 2.0 eV
**Max |F|**: 0.611 eV/Å
**M**: 979.6 Da